[1]
Computed, not measured: C26H24AsN5ORh as an isolated structure in a non-equilibrium geometry, with wB97M-V/def2-TZVPD.

XYZ file:
```
58
Properties=species:S:1:pos:R:3:forces:R:3
Rh -1.891280 0.440781 -1.077180 1.772 -0.419 0.878
As 1.463689 -0.410413 0.289267 2.979 -0.437 -0.048
O -0.074291 0.012240 -0.116440 -3.145 0.786 -0.994
N -4.202731 3.063420 1.333884 -0.090 0.844 0.145
N -5.112941 -0.044739 1.642288 -0.553 -0.653 0.310
N -2.676454 2.203511 0.009210 0.580 0.956 -0.523
N -3.434520 -0.391347 0.269712 -0.051 -1.223 -0.309
N -2.111965 0.308383 -3.119390 -0.192 -0.091 -1.491
C 3.360184 -3.913097 -1.101222 0.058 0.226 -0.078
C 4.770223 2.099127 -0.535781 -0.069 -0.335 0.018
C -3.725788 1.919253 0.797188 -0.433 -1.319 0.201
C 4.167310 3.150495 -1.205319 0.265 0.252 -0.100
C 2.804138 3.153850 -1.443448 -0.315 -0.099 -0.104
C 0.234215 -0.350390 2.858003 0.003 -0.069 -0.248
C -4.127602 0.547250 0.933901 0.365 1.360 -0.075
C 4.002847 1.018415 -0.116275 0.253 0.162 0.074
C -3.440081 4.088883 0.874169 -1.215 0.048 0.989
C -2.271782 0.103249 -5.666135 -0.131 -0.130 -1.620
C 1.265286 -0.807651 4.975781 -0.032 0.023 -0.100
C 0.923789 -2.611077 -1.484886 -0.168 -0.086 0.163
C -2.489864 3.540829 0.053156 0.669 -1.677 -0.706
C 1.905246 -2.067497 -0.668703 -0.392 0.850 0.614
C 3.129412 -2.693059 -0.481881 -0.019 -0.075 0.126
C 2.388136 -4.463371 -1.922930 0.045 -0.151 -0.091
C 1.166460 -3.830104 -2.099767 -0.026 0.115 -0.109
C 2.025221 2.080586 -1.031465 0.042 0.264 0.058
C 2.642414 1.038127 -0.360811 -1.058 -1.002 0.519
C -2.190653 0.218846 -4.269059 0.214 0.178 2.428
C 1.458045 -0.571780 2.233112 -0.105 0.029 -0.600
C -5.041805 -1.383244 1.419799 -0.865 0.827 0.807
C 2.482466 -1.033770 4.344658 -0.067 0.090 0.079
C 0.138074 -0.477608 4.231196 0.187 0.006 0.140
C -3.987869 -1.588498 0.565166 1.322 0.991 -0.859
C 2.590618 -0.908533 2.969017 -0.120 -0.008 -0.274
H -0.809577 -0.318954 4.723744 -0.046 0.039 0.084
H -1.301757 0.319121 -6.120552 -0.005 -0.006 0.060
H 2.335619 3.986815 -1.949667 0.087 0.029 -0.079
H -0.631975 -0.088431 2.256979 0.070 -0.038 0.098
H 4.481709 0.191044 0.393294 -0.032 0.025 0.034
H -3.620200 -2.513991 0.172291 0.097 -0.242 -0.134
H 0.952237 2.067112 -1.216670 0.201 0.009 0.053
H 2.598013 -5.385616 -2.449044 -0.082 -0.060 0.115
H -0.030645 -2.100231 -1.618070 0.198 -0.149 0.037
H 3.350914 -1.301470 4.927652 0.056 0.009 0.032
H 3.545388 -1.074266 2.486379 0.010 -0.030 0.017
H -2.573824 -0.908280 -5.948053 0.024 0.020 0.055
H -3.005586 0.806396 -6.067908 0.021 0.000 0.069
H 5.833327 2.101887 -0.342504 0.034 0.041 -0.048
H -1.708007 4.039221 -0.484602 0.168 0.097 -0.141
H -5.719967 -2.088568 1.852956 -0.282 -0.157 0.225
H 3.900705 -2.252832 0.138234 -0.025 -0.039 0.048
H -5.811196 0.394104 2.227636 -0.030 0.039 0.061
H 4.303445 -4.417852 -0.950069 0.031 -0.021 -0.057
H 4.777994 3.971350 -1.560366 -0.057 0.028 0.084
H -3.612413 5.113420 1.137065 -0.127 0.265 0.159
H 0.401117 -4.283669 -2.714019 0.044 -0.012 -0.096
H -4.992229 3.179914 1.954604 -0.052 0.000 0.072
H 1.198759 -0.877290 6.051876 -0.012 -0.077 0.033
```
Forces are in eV/Å.

Summary:
<S²> = 6.04
charge = +3
energy above the lowest of the compared OMol25 structures with the same formula, charge and spin = 0.0 kcal/mol
E = -3699.4724 a.u.
orbital gap (spin up / spin down) = 6.1 / 2.6 eV
multiplicity = 5

Mulliken population analysis, charges in e, atoms 1 to 6:
1 Rh 0.54
2 As 0.34
3 O 0.55
4 N -0.09
5 N -0.09
6 N 0.34

***

[2]
Computed, not measured: C26H24BrFeIN7O as an isolated structure in a non-equilibrium geometry, with wB97M-V/def2-TZVPD.

XYZ file:
```
61
Properties=species:S:1:pos:R:3:forces:R:3
I -0.951410 -3.950210 1.313327 0.010 0.057 0.013
Br 0.699831 -5.169121 -4.117127 0.012 0.040 -0.015
Fe 0.891883 1.314933 -0.308644 0.394 -1.101 -0.023
O 0.462868 0.453371 -2.003360 -0.320 0.194 -0.133
N 0.243966 0.160724 1.489685 -0.032 0.127 -0.075
N 2.657510 2.344683 0.355556 -0.493 0.267 0.146
N 2.634379 -0.174640 -0.495144 -0.126 0.319 0.100
N -3.377893 1.285924 -0.729188 -0.127 0.037 -0.084
N -1.335075 1.726616 -0.302844 0.297 0.362 -0.164
N -2.136695 2.533927 0.427844 0.018 -0.062 -0.001
N -3.363450 2.275424 0.178181 0.126 -0.019 -0.050
C 1.640619 -2.950512 -2.617525 0.095 0.058 0.127
C 4.815560 -0.568015 0.617321 0.048 -0.096 0.015
C -4.620657 0.705914 -1.237924 -0.150 -0.085 0.093
C -5.167414 -0.409063 -0.341794 0.184 0.026 0.080
C 0.557820 -0.759943 -2.472638 0.112 0.058 0.085
C -0.546732 0.697152 2.426356 0.125 -0.046 0.071
C 5.913454 -0.036325 1.323171 -0.002 0.018 0.001
C -5.548106 0.107237 1.042609 -0.052 -0.008 -0.038
C 3.713480 4.234406 1.381518 -0.005 0.056 -0.015
C 0.678184 -3.386340 -3.485605 -0.048 -0.122 -0.096
C -0.368574 -1.224011 -3.431168 -0.035 0.073 0.021
C -1.619199 -1.394812 2.831246 -0.003 0.027 0.016
C -0.318420 -2.509428 -3.919357 -0.024 0.073 0.005
C 4.867191 2.126014 1.319314 -0.018 0.023 0.041
C -1.480147 -0.045275 3.122135 -0.051 -0.041 0.051
C 5.956302 1.287747 1.650072 0.011 -0.041 0.008
C -2.123469 0.961363 -1.021136 -0.099 -0.038 0.071
C 2.669466 -1.215792 -1.240387 0.168 -0.152 -0.080
C -4.177268 -1.566760 -0.240622 -0.063 -0.043 -0.038
C 1.593566 -1.646907 -2.091341 -0.051 -0.051 -0.014
C 2.639630 3.609558 0.731385 0.046 -0.086 -0.086
C 3.758573 1.585050 0.639086 0.020 0.198 0.007
C 3.764265 0.225525 0.239939 0.016 -0.131 0.031
C 0.131838 -1.144367 1.227885 0.005 0.077 0.009
C 4.821899 3.492981 1.669625 0.044 0.007 0.020
C -0.794021 -1.951294 1.867246 -0.031 -0.133 -0.020
H 4.810092 -1.625276 0.385716 0.014 0.016 -0.008
H 3.642433 5.279214 1.647339 0.000 -0.010 -0.013
H 6.726113 -0.691940 1.605354 -0.006 0.001 -0.021
H -5.339183 1.517619 -1.330646 0.045 0.056 0.001
H -3.899986 -1.960440 -1.221985 0.002 0.021 0.016
H -6.070326 -0.759554 -0.848832 -0.006 -0.009 -0.005
H -2.105266 0.426287 3.867796 0.031 0.012 0.000
H -1.813318 0.201480 -1.716143 -0.024 0.041 -0.011
H 0.791365 -1.545133 0.469881 -0.059 0.001 -0.002
H -4.402876 0.314747 -2.230951 0.034 0.060 -0.029
H 1.737710 4.167273 0.508326 0.004 0.015 -0.002
H -4.666903 0.454074 1.587463 -0.024 -0.013 0.006
H -6.252033 0.938786 0.982987 0.020 -0.011 0.014
H 5.673215 3.936893 2.171341 -0.020 -0.008 0.020
H 6.801831 1.702855 2.183526 -0.015 0.008 -0.017
H -1.037782 -2.840997 -4.656778 -0.020 -0.006 0.041
H -3.264176 -1.254355 0.274761 0.001 -0.025 0.007
H -4.610627 -2.387399 0.332093 0.029 0.009 0.005
H -0.431382 1.757336 2.610462 -0.032 0.013 -0.032
H -2.357954 -1.997743 3.343064 0.013 0.004 -0.005
H -1.114312 -0.522372 -3.787711 0.009 -0.054 -0.053
H 3.572271 -1.830909 -1.283524 -0.006 0.005 0.021
H -6.013018 -0.689468 1.624134 0.012 0.014 0.002
H 2.440359 -3.616713 -2.315370 -0.003 0.016 -0.010
```
Forces are in eV/Å.

Summary:
<S²> = 6.01
charge = +1
energy above the lowest of the compared OMol25 structures with the same formula, charge and spin = 10.1 kcal/mol
E = -5598.9821 a.u.
orbital gap (spin up / spin down) = 7.1 / 7.1 eV
multiplicity = 5

Mulliken population analysis, charges in e, atoms 1 to 6:
1 I 0.17
2 Br -0.18
3 Fe 0.57
4 O -1.00
5 N 0.18
6 N -0.45

***

[3]
Computed, not measured: C26H24BrFeN6 as an isolated structure in a non-equilibrium geometry, with wB97M-V/def2-TZVPD.

XYZ file:
```
58
Properties=species:S:1:pos:R:3:forces:R:3
Br 1.128118 2.468966 -1.995589 -0.031 0.084 -0.067
Fe 0.044136 -0.204690 -2.111604 -0.136 -0.336 1.535
N -1.364313 -1.752545 -1.587469 0.418 0.670 -0.421
N -1.764469 -1.834754 -0.298518 -0.062 -0.320 0.114
N 1.924957 -1.135703 -2.540958 -0.843 0.203 -0.462
N 3.030668 -0.735247 -1.879398 0.183 0.280 -0.077
N 0.782314 -0.499396 -0.077802 -0.066 0.314 -0.874
N -1.388615 1.563301 -1.560473 0.571 -0.537 -0.381
C -0.172695 0.876221 1.695337 0.107 -0.086 -0.300
C 3.525598 -1.131308 2.283115 0.018 -0.007 0.049
C 5.990508 -1.578914 1.921277 0.103 -0.046 0.030
C 2.233388 -1.098094 -3.841125 0.320 -0.022 0.064
C -2.572811 -0.449038 1.495256 -0.083 -0.012 -0.032
C -2.663629 1.580381 -1.171311 -0.163 -0.008 0.005
C -1.801028 -2.856635 -2.185735 -0.080 -0.108 0.087
C 2.274352 -0.885342 1.793636 -0.041 0.008 0.035
C -1.165516 3.848267 -0.901733 0.062 0.021 -0.054
C 4.396918 -1.097385 0.051389 -0.075 0.014 -0.175
C 3.147983 -0.830851 -0.470123 0.071 -0.201 0.242
C -2.490698 -3.666598 -1.281624 -0.009 0.017 -0.046
C -1.534524 -0.797778 0.643095 0.268 0.279 0.145
C -2.448432 -2.981650 -0.090847 0.028 -0.111 -0.147
C -3.552482 0.867469 3.406042 -0.037 0.017 -0.065
C -2.432741 0.537028 2.465161 0.164 -0.014 0.041
C 4.627190 -1.245494 1.421786 -0.153 0.122 -0.059
C -3.270557 2.696699 -0.605051 0.136 -0.009 -0.053
C 2.017123 -0.702487 0.402256 -0.114 -0.074 0.027
C 3.550123 -0.668980 -4.026568 -0.125 -0.054 -0.075
C -0.285612 -0.156983 0.750177 -0.290 -0.025 0.728
C -0.676222 2.673597 -1.420356 0.123 -0.142 -0.057
C 4.024929 -0.448166 -2.757402 -0.130 0.066 -0.046
C -4.695659 2.633935 -0.147984 -0.041 -0.072 -0.023
C -1.213575 1.213408 2.532562 -0.110 -0.022 -0.033
C -2.490728 3.842700 -0.484457 0.004 -0.036 -0.010
H 1.507591 -1.408968 -4.577367 -0.015 0.061 -0.014
H -3.524462 -0.957862 1.393497 0.011 -0.034 0.003
H 6.760677 -1.181590 1.262115 0.015 0.001 0.023
H -3.218132 0.661372 -1.323728 0.002 0.011 0.026
H 5.230656 -1.239739 -0.622566 0.009 -0.014 0.001
H -0.548600 4.732153 -0.832697 0.007 -0.012 0.029
H 4.980981 -0.077044 -2.432184 0.025 -0.086 0.050
H -1.605600 -3.034354 -3.230738 0.023 0.054 -0.006
H -4.209855 1.629420 2.980680 0.002 -0.003 0.019
H -5.345410 2.283231 -0.950139 -0.020 0.041 0.006
H -2.915498 4.746285 -0.065441 -0.021 -0.006 0.003
H 4.071937 -0.545040 -4.959252 0.041 0.024 0.041
H -5.049824 3.606440 0.185009 -0.013 0.004 -0.011
H -2.840879 -3.250398 0.875115 0.044 0.107 0.050
H 6.156928 -1.203640 2.929337 -0.033 0.016 -0.003
H -4.156427 -0.013688 3.616263 -0.026 0.029 0.037
H 6.117952 -2.664918 1.953500 -0.013 0.005 0.008
H 3.661124 -1.265299 3.348564 0.024 -0.024 -0.008
H -3.162519 1.260007 4.343040 -0.037 -0.017 0.025
H 0.762818 1.420267 1.740216 0.012 -0.012 0.057
H -4.796518 1.930217 0.680762 -0.008 0.017 -0.001
H 1.435883 -0.855450 2.473106 -0.005 -0.024 0.012
H -1.074923 2.004303 3.259092 -0.021 0.004 -0.001
H -2.951901 -4.619636 -1.471149 0.011 0.006 0.011
```
Forces are in eV/Å.

Summary:
<S²> = 8.80
charge = +2
energy above the lowest of the compared OMol25 structures with the same formula, charge and spin = 10.0 kcal/mol
E = -5170.9381 a.u.
orbital gap (spin up / spin down) = 8.3 / 6.6 eV
multiplicity = 6

Mulliken population analysis, charges in e, atoms 1 to 6:
1 Br -0.08
2 Fe 0.50
3 N -0.45
4 N 0.64
5 N -0.74
6 N 0.62